(1)
C34H26F5N3O7PSeSnTe as an isolated structure in a non-equilibrium geometry. Source: OMol25; level of theory: wB97M-V/def2-TZVPD.

LUMO level, eV: 1.91
Frontier orbital gap, eV: 6.7069
Charge: -1
Energy relative to the best compared isomer or geometry (same formula, charge and spin), kcal per mole: 0.0

CARTESIAN COORDINATES (ANGSTROEM)
Sn1 0.51538 -0.46302 0.20153
O1 2.12361 1.10046 0.52766
C1 2.47326 1.54797 1.69318
C2 2.84240 2.90557 1.79896
C3 3.16051 3.48433 3.00288
C4 3.18269 2.72029 4.16472
C5 2.92112 1.37214 4.07892
C6 2.55434 0.75837 2.87745
C7 2.43085 -0.67178 2.86396
N1 1.81492 -1.35275 1.96513
N2 1.97957 -2.70158 1.95934
C8 1.72244 -3.24679 0.79822
O2 1.37313 -2.62452 -0.26188
C9 1.92976 -4.71386 0.72922
C10 1.89529 -5.49664 1.88113
C11 2.08649 -6.86319 1.80488
C12 2.31033 -7.46737 0.57771
C13 2.33262 -6.69833 -0.57390
C14 2.13871 -5.33043 -0.50124
H1 2.80599 3.49164 0.89014
H2 3.39827 4.53986 3.04801
H3 3.42386 3.17197 5.11634
H4 2.95939 0.76857 4.97779
H5 2.98540 -1.21952 3.63142
H6 1.71638 -5.01430 2.82864
H7 2.05775 -7.46879 2.70175
H8 2.46079 -8.53683 0.51739
H9 2.49619 -7.17101 -1.53256
H10 2.15540 -4.72422 -1.39407
O3 -2.01395 -3.32413 -2.47893
C15 -1.49063 -2.29493 -2.07983
O4 -1.91987 -1.59475 -1.10547
C16 -0.26398 -1.76509 -2.81256
C17 0.32024 -2.57305 -3.80819
C18 1.32274 -2.05989 -4.57626
C19 1.74181 -0.72762 -4.36709
C20 2.70471 -0.07199 -5.16154
C21 3.06302 1.22173 -4.89557
C22 2.48410 1.91096 -3.81692
C23 1.54634 1.30670 -3.02633
C24 1.14429 -0.01855 -3.29126
N3 0.16619 -0.55909 -2.53335
H11 -0.05144 -3.57961 -3.92260
H12 1.80432 -2.64996 -5.34419
H13 3.15241 -0.60748 -5.98836
H14 3.79159 1.72479 -5.51980
H15 2.78893 2.92880 -3.62291
H16 1.08175 1.81041 -2.18728
C25 -3.19606 1.45577 4.24315
C26 -2.91917 2.92114 3.96083
O5 -1.70750 3.16124 3.27124
P1 -1.36378 2.46809 1.85048
O6 -0.91867 1.07076 1.96815
Te1 -3.22924 2.85795 0.33797
O7 -0.15793 3.36653 1.35780
C27 -0.31655 4.74323 1.08947
C28 0.10562 5.58031 2.28174
H17 -4.13302 1.36756 4.78890
H18 -2.39343 1.01654 4.82941
H19 -3.27325 0.90652 3.30798
H20 -2.82116 3.48507 4.89375
H21 -3.74957 3.34413 3.37680
H22 -1.36974 4.94720 0.82799
H23 0.31173 4.96794 0.22165
H24 -0.49288 5.30748 3.14503
H25 -0.03148 6.63493 2.06077
H26 1.14845 5.38563 2.51353
F1 -7.12250 -0.23727 -4.17705
C29 -6.06355 -0.06315 -3.37290
C30 -6.25129 0.17186 -2.01357
F2 -7.49372 0.24978 -1.51241
C31 -5.14694 0.32720 -1.19219
F3 -5.32444 0.52027 0.12436
C32 -3.84926 0.34018 -1.69352
Se1 -2.33367 0.56429 -0.57169
C33 -3.68857 0.13816 -3.06081
F4 -2.46577 0.22433 -3.58668
C34 -4.77328 -0.09352 -3.89580
F5 -4.59879 -0.30357 -5.20866

(2)
C34H27BrClN3O19P2S as an isolated structure in a non-equilibrium geometry. Source: OMol25; level of theory: wB97M-V/def2-TZVPD.

LUMO level, eV: -1.67
Frontier orbital gap, eV: 7.2549

CARTESIAN COORDINATES (ANGSTROEM)
N1 -0.16267 -1.43324 5.32979
P1 -1.12019 -1.90468 6.49345
C1 -2.79168 -2.48286 5.97283
C2 -3.90492 -2.29564 6.89825
P2 -3.43432 -1.61405 8.56073
O1 -4.51533 -2.20922 9.60057
Cl1 -3.96494 0.36453 8.26096
C3 -5.17610 -2.64595 6.51457
Br1 -6.74591 -2.39533 7.53733
C4 -5.37843 -3.22768 5.23074
N2 -6.55286 -3.61947 4.73539
S1 -6.23383 -4.23895 3.29187
N3 -4.65245 -4.02880 3.22486
C5 -4.28872 -3.44354 4.37011
C6 -2.95826 -3.05982 4.73413
C7 -1.89649 -3.35617 3.71477
C8 -2.03526 -2.46299 2.48614
C9 -1.05796 -2.85909 1.36801
C10 -1.72536 -3.80023 0.41552
O2 -2.22372 -3.45718 -0.60632
O3 -1.74724 -5.12513 0.75504
H1 0.67641 -2.00445 5.37287
H2 -0.60462 -2.93371 7.30221
H3 -1.39835 -0.80771 7.31796
H4 -5.35118 -1.72157 9.58412
H5 -0.89450 -3.32751 4.10634
H6 -2.07974 -4.38615 3.39980
H7 -1.90833 -1.41412 2.73357
H8 -3.03205 -2.55642 2.06830
H9 -0.78849 -1.99775 0.76967
H10 -0.13898 -3.27692 1.76042
H11 -2.20622 -5.21126 1.60047
C11 5.16628 -2.57429 1.65333
C12 3.90588 -2.97898 1.85535
C13 2.76466 -2.00321 1.95013
O4 1.64283 -2.45103 2.11732
C14 3.05224 -0.58707 1.84182
C15 4.31333 -0.18167 1.64187
C16 5.45400 -1.15598 1.52245
O5 6.56460 -0.70341 1.32387
O6 4.65457 1.09571 1.53286
O7 3.56798 -4.25656 1.98439
H12 5.99370 -3.26562 1.58130
H13 2.22524 0.10384 1.92826
H14 5.62305 1.10483 1.39286
H15 2.60141 -4.27153 2.11476
C17 -2.90091 1.44688 -1.94458
C18 -3.11439 1.89645 -3.18687
C19 -2.78775 1.06887 -4.39755
O8 -3.03202 1.55682 -5.49036
C20 -2.20534 -0.23919 -4.20539
C21 -1.98701 -0.70283 -2.96114
C22 -2.33522 0.12224 -1.74139
O9 -2.11717 -0.34727 -0.64266
O10 -1.46057 -1.88968 -2.73571
O11 -3.62317 3.09442 -3.45046
H16 -3.13036 2.03558 -1.06781
H17 -1.96167 -0.81734 -5.08646
H18 -1.43536 -2.04294 -1.76425
H19 -3.66862 3.15830 -4.42425
C23 4.77540 4.30728 0.44232
C24 5.95237 4.76416 0.88502
C25 6.39403 6.18331 0.65658
O12 7.47225 6.51944 1.10915
C26 5.51551 7.06619 -0.09080
C27 4.33799 6.60848 -0.53802
C28 3.88642 5.19445 -0.28712
O13 2.79581 4.86502 -0.71273
O14 3.48487 7.35379 -1.22779
O15 6.81517 4.00671 1.55526
H20 4.45297 3.28904 0.60524
H21 5.84792 8.07981 -0.26373
H22 2.71898 6.77950 -1.42109
H23 7.57904 4.58064 1.75719
C29 0.57034 1.89111 -10.36988
C30 0.46100 0.64413 -9.89361
C31 -0.38133 0.32519 -8.68769
O16 -0.43836 -0.83830 -8.33272
C32 -1.07032 1.41112 -8.01661
C33 -0.95797 2.65908 -8.49088
C34 -0.13631 2.97610 -9.71075
O17 -0.10080 4.13364 -10.08554
O18 -1.55375 3.70702 -7.93338
O19 1.07581 -0.39837 -10.43826
H24 1.17031 2.13191 -11.23588
H25 -1.66026 1.17174 -7.14224
H26 -1.30554 4.47727 -8.47936
H27 0.82092 -1.17167 -9.89884

(3)
C34H27BrF4IrN7O4PS2 as an isolated structure in a non-equilibrium geometry. Source: OMol25; level of theory: wB97M-V/def2-TZVPD.

2S+1: 2
LUMO level (spin up / spin down), eV: -6.90 / -7.18
Expectation value of S²: 0.97
Frontier orbital gap (spin up / spin down), eV: 6.5968 / 6.3960
Charge: +2
Energy relative to the best compared isomer or geometry (same formula, charge and spin), kcal per mole: 54.4

CARTESIAN COORDINATES (ANGSTROEM)
Ir1 -0.53880 -0.64913 -0.06439
O1 -2.76470 1.01147 7.63061
C1 -1.73280 0.55227 7.80751
O2 -0.69730 0.08677 7.95521
C2 -1.42920 0.06447 4.86351
C3 -0.51660 -0.91123 4.57661
C4 -0.27460 -1.13253 3.22291
N1 -0.88270 -0.43423 2.27741
C5 -1.76150 0.51627 2.59701
C6 -2.08690 0.80327 3.92321
C7 -2.39660 1.23257 1.41261
O3 -2.81860 2.37527 1.48601
O4 -2.43130 0.53747 0.34381
H1 -0.00610 -1.48293 5.33541
H2 0.42260 -1.89123 2.89271
H3 -2.81590 1.56207 4.15821
F1 4.95870 -5.54563 0.26601
C8 4.28800 -4.41163 0.24081
C9 4.94840 -3.19023 0.39671
F2 6.25770 -3.15873 0.56781
C10 4.21260 -2.00733 0.37201
F3 4.84320 -0.84493 0.51721
C11 2.82700 -1.99023 0.20831
P1 1.95980 -0.35833 0.15531
C12 2.54790 0.44367 1.66221
C13 2.64270 1.83397 1.73391
C14 3.07220 2.43707 2.90141
C15 3.38040 1.66847 4.01401
C16 3.26950 0.28677 3.95271
C17 2.84950 -0.32493 2.78801
C18 2.77070 0.39997 -1.28539
C19 3.82830 1.30357 -1.19839
C20 4.38220 1.81467 -2.35929
C21 3.91400 1.41037 -3.59939
C22 2.87320 0.49607 -3.68619
C23 2.28930 0.00497 -2.53519
C24 2.19690 -3.21893 0.04991
Br1 0.32690 -3.37163 -0.18899
C25 2.90560 -4.41463 0.06261
F4 2.25060 -5.55713 -0.08979
H4 2.39610 2.44347 0.87871
H5 3.16690 3.51127 2.94561
H6 3.71430 2.14277 4.92421
H7 3.51640 -0.31253 4.81571
H8 2.78240 -1.40343 2.75011
H9 4.23600 1.59557 -0.24329
H10 5.18620 2.53257 -2.29059
H11 4.35770 1.81187 -4.49689
H12 2.51720 0.17417 -4.65179
H13 1.45370 -0.68263 -2.59779
C26 -5.06450 -4.00023 -0.68849
C27 -4.24400 -3.20773 -1.61579
N2 -4.34920 -3.17723 -2.90349
N3 -3.39780 -2.34923 -3.35439
C28 -2.66200 -1.84663 -2.34989
S1 -1.40020 -0.75063 -2.48409
N4 -3.19720 -2.39093 -1.22049
N5 -2.74660 -2.10853 0.05701
H14 -5.79320 -4.56303 -1.26239
H15 -5.59010 -3.35913 0.01641
H16 -4.44860 -4.70233 -0.12849
H17 -3.28570 -2.19373 -4.34659
H18 -2.84700 -2.92173 0.65921
H19 -3.27110 -1.32163 0.45431
C29 -4.50190 3.58817 -1.84889
C30 -3.12270 3.20267 -2.21339
C31 -2.65360 3.17277 -3.51659
C32 -1.31370 2.83647 -3.75099
N6 -0.52410 2.50587 -2.73319
C33 -0.99840 2.50537 -1.51449
S2 0.06390 2.05737 -0.23969
N7 -2.27360 2.86517 -1.22359
C34 -0.70410 2.78577 -5.09689
H20 -5.13760 3.62977 -2.72759
H21 -4.49890 4.57487 -1.38349
H22 -4.92200 2.89377 -1.12389
H23 -3.30920 3.42207 -4.33329
H24 -2.60060 2.83907 -0.22999
H25 -1.30380 3.30137 -5.83889
H26 -0.59020 1.74187 -5.39169
H27 0.29620 3.21157 -5.06469